[1]
2 unconnected molecules or ions with the total composition C29H38N4OS2. Source: OMol25; level of theory: ωB97M-V with the def2-TZVPD basis set.

The calculation puts the total energy at -2218.42321 Eh. As for the strongest force on any atom: 1.6 eV/Å. As for the charge: 0.

CARTESIAN COORDINATES (ANGSTROEM)
C: -6.557149 3.691824 -2.408900
C: -6.614839 2.237595 -2.899363
C: -5.201070 1.627598 -2.707584
N: -4.448563 2.677613 -2.038439
C: -3.094467 2.569366 -1.799988
S: -2.371614 1.074906 -2.085974
S: -2.262398 3.899642 -1.192264
C: -5.073197 3.983679 -2.086247
H: -6.938255 4.392420 -3.154447
H: -7.152056 3.819532 -1.501364
H: -7.346622 1.657105 -2.331016
H: -6.907190 2.200048 -3.951461
H: -5.208877 0.684077 -2.130933
H: -4.761004 1.385519 -3.694068
H: -4.643031 4.594551 -2.904708
H: -4.942388 4.543007 -1.142351
C: 5.956724 -1.531031 1.471017
N: 4.847454 -1.388636 0.555128
C: 5.028433 -1.464127 -0.795665
O: 6.105681 -1.618856 -1.363802
C: 3.649868 -1.328259 -1.447327
C: 3.203222 -2.660263 -2.044582
C: 4.089980 -3.102985 -3.194605
C: 3.986776 -2.455259 -4.428799
C: 4.879533 -2.767212 -5.458526
C: 5.859428 -3.746855 -5.267995
C: 5.931780 -4.428382 -4.044995
C: 5.031494 -4.123558 -3.021316
N: 2.835571 -0.861376 -0.323650
C: 1.561766 -0.456436 -0.501246
C: 0.696190 -0.124354 0.542672
C: -0.568726 0.447587 0.416644
C: -1.454590 0.597159 1.530796
C: -2.729613 1.192296 1.358401
C: -3.541481 1.552226 2.408417
C: -3.193470 1.149217 3.721368
N: -3.982437 1.492315 4.799042
C: -4.550352 0.485129 5.670558
C: -4.436301 2.856052 5.006494
C: -2.008122 0.387681 3.906675
C: -1.136770 0.176769 2.859838
C: 3.509635 -0.995349 0.979567
C: 2.900020 -2.110623 1.844268
C: 3.587626 0.338323 1.747507
H: 6.790132 -1.985196 0.926969
H: 6.266156 -0.553908 1.866376
H: 5.665990 -2.169276 2.312567
H: 3.699150 -0.551575 -2.231269
H: 3.232781 -3.414006 -1.241073
H: 2.161958 -2.557468 -2.383893
H: 3.216034 -1.693036 -4.561121
H: 4.806414 -2.237242 -6.409113
H: 6.564980 -3.983736 -6.067085
H: 6.693261 -5.191753 -3.881330
H: 5.075829 -4.651021 -2.063936
H: 1.218375 -0.399029 -1.542853
H: 1.048095 -0.323571 1.557469
H: -0.900847 0.830509 -0.560526
H: -3.039122 1.402272 0.335144
H: -4.467550 2.100371 2.229056
H: -4.109474 -0.488010 5.437400
H: -4.349224 0.736425 6.718138
H: -5.641220 0.419145 5.534261
H: -3.782012 3.544530 4.456760
H: -5.473760 3.002101 4.665936
H: -4.377345 3.089135 6.079410
H: -1.760596 0.034541 4.908767
H: -0.194511 -0.330639 3.065918
H: 3.028068 -3.076740 1.334635
H: 3.414359 -2.131633 2.815685
H: 1.831201 -1.956758 2.015244
H: 4.210008 1.038932 1.172909
H: 2.600948 0.786730 1.876520
H: 4.035351 0.160203 2.736254

Cartesian forces (eV/Å) of the 3 atoms listed first:
C 0.260 0.101 0.429
C 0.075 -0.339 0.018
C -0.502 0.035 -0.501

---

[2]
2 unconnected molecules or ions with the total composition C29H39BBrO6P. Source: OMol25; level of theory: ωB97M-V with the def2-TZVPD basis set.

The calculation puts the total energy at -4520.11829 Eh. As for the strongest force on any atom: 1.8 eV/Å. The SMILES is CCB(O)c1cc2c(c(P(C)O)c1)C(=O)c1ccc([C@@H](Br)CC)c(CCCCCOC)c1C2=O.CC(C)=O. As for the charge: 0.

CARTESIAN COORDINATES (ANGSTROEM)
C: -3.971062 -1.845879 3.364725
C: -3.864320 -2.954298 2.236224
B: -2.959568 -2.510594 1.018018
O: -3.572438 -2.285439 -0.225435
C: -1.403591 -2.259513 1.089704
C: -0.634991 -2.085409 -0.048114
C: 0.715457 -1.904866 0.119430
C: 1.302278 -1.891031 1.370554
C: 0.548342 -2.070000 2.523449
P: 1.256229 -2.096286 4.220208
C: -0.151712 -2.458918 5.380828
O: 2.218152 -3.461490 4.378849
C: -0.821508 -2.254440 2.341863
C: 2.797918 -1.669830 1.457550
O: 3.512421 -2.200376 2.283664
C: 3.356459 -0.742202 0.393685
C: 4.381403 0.099483 0.709239
C: 4.860471 0.923504 -0.288150
C: 4.331716 0.948404 -1.552289
C: 4.907006 1.879149 -2.633490
Br: 6.386096 2.982902 -1.963822
C: 5.403167 1.022502 -3.859733
C: 6.900967 1.057480 -4.183027
C: 3.242812 0.101692 -1.859709
C: 2.523879 0.063145 -3.205382
C: 2.048015 1.437341 -3.763014
C: 1.410082 2.389460 -2.720880
C: 1.629798 3.859310 -3.188208
C: 0.577652 4.281245 -4.217487
O: -0.681251 4.518466 -3.612803
C: -1.772158 3.977599 -4.342367
C: 2.784701 -0.756859 -0.868876
C: 1.670063 -1.746472 -1.054067
O: 1.498610 -2.452745 -2.032419
H: -3.639999 -2.302576 4.305742
H: -5.001464 -1.512564 3.516319
H: -3.279820 -1.024062 3.143024
H: -4.894930 -3.106207 1.884454
H: -3.558677 -3.912775 2.674605
H: -4.236746 -1.601775 -0.063034
H: -1.075818 -2.111987 -1.039566
H: -0.709307 -3.363889 5.096185
H: 0.303543 -2.680358 6.352481
H: -0.813457 -1.591598 5.442536
H: 2.373972 -3.524467 5.330337
H: -1.413321 -2.422764 3.236495
H: 4.788421 0.093069 1.715047
H: 5.686936 1.565847 -0.003156
H: 4.124032 2.585322 -2.905558
H: 4.810446 1.230351 -4.757688
H: 5.179060 -0.019063 -3.605145
H: 7.537368 0.703041 -3.370513
H: 7.232520 2.021032 -4.579204
H: 7.054990 0.346785 -5.011061
H: 1.676058 -0.617209 -3.227047
H: 3.241686 -0.335651 -3.933317
H: 2.860472 1.913052 -4.320307
H: 1.276755 1.230097 -4.517844
H: 1.820820 2.284691 -1.712075
H: 0.328163 2.214348 -2.705952
H: 2.591760 3.962802 -3.713589
H: 1.671990 4.543076 -2.333678
H: 0.548607 3.533005 -5.023551
H: 0.911967 5.220817 -4.692308
H: -1.546127 3.828021 -5.407805
H: -2.630310 4.657061 -4.310850
H: -2.022474 3.001025 -3.900967
C: -9.047894 -1.288589 4.998182
C: -7.670967 -0.845287 4.571157
O: -6.711454 -1.575325 4.676497
C: -7.540693 0.548377 4.006521
H: -8.996350 -2.305115 5.382830
H: -9.423704 -0.632621 5.784953
H: -9.727668 -1.268668 4.144859
H: -7.851783 1.282845 4.750782
H: -8.156063 0.647004 3.110838
H: -6.501636 0.735848 3.741650

Cartesian forces (eV/Å) of the 3 atoms listed first:
C 0.652 -0.863 -0.223
C -0.637 0.743 0.321
B -0.251 -0.231 -0.529

---

> Which of these has the highest strongest force on any atom?

C29H39BBrO6P

---

> charge of number 1 (C29H38N4OS2)?

0

---

> Which formula does entry 1 have?

C29H38N4OS2